Computed, not measured: a molecular structure, C2HCsO3 in a non-equilibrium geometry, with ωB97M-V/def2-TZVPD.

The geometry in XYZ format:
```
7
Properties=species:S:1:pos:R:3
O 0.100 1.376 -2.451
H 0.025 2.279 -2.102
O 0.216 -0.980 0.397
O -0.304 -0.392 1.478
C 0.435 -0.190 -0.599
C 0.517 0.536 -1.571
Cs -0.988 -2.627 4.848
```

Values from the calculation:
- Energy above the lowest of the compared OMol25 structures with the same formula, charge and spin: 489.22 kJ/mol
- ⟨S²⟩: 0.77
- HOMO-LUMO gap (spin up / spin down): 8.223 / 7.759 eV
- Molar mass: 205.93 g mol⁻¹
- Charge: +1
- Multiplicity: 2